C4BCsO8 | the ωB97M-V functional and the def2-TZVPD basis

Geometry as XYZ:
```
14
Properties=species:S:1:pos:R:3
Cs -0.490 1.063 -5.268
O 0.814 3.240 -0.061
C 0.472 2.096 -0.115
O 0.400 1.233 0.886
B -0.010 -0.101 0.400
O -0.237 0.113 -1.069
C 0.017 1.342 -1.381
O -0.085 1.834 -2.486
O -1.194 -0.604 1.072
C -0.895 -1.726 1.732
O -1.640 -2.360 2.411
C 0.592 -2.051 1.430
O 1.028 -1.116 0.585
O 1.228 -2.963 1.864
```

## Properties
Orbital gap ... 7.72 eV
LUMO energy ... -1.551 eV
HOMO energy ... -9.27 eV